1.
Entry from the Open Molecules 2025 dataset: a structure of composition C12H15BrFN4O6S3 at a distorted geometry (wB97M-V/def2-TZVPD).

The geometry in ORCA input format:
```
! wB97M-V def2-TZVPD RIJCOSX def2/J DEFGRID3
* xyz -1 1
O 0.46739 0.59164 -1.96307
S 1.52996 -0.02275 -2.66600
O 1.38708 -1.41262 -2.82574
Br 3.35609 0.38958 -1.44707
N 1.61276 0.77893 -4.05881
S 2.79910 0.34025 -4.99283
O 2.35864 -0.16020 -6.22135
O 3.84766 -0.41695 -4.41530
S 3.61579 2.31311 -5.57892
O 2.91042 3.29248 -4.88864
O 3.58999 2.42969 -6.97087
F 5.06867 2.34936 -5.05374
N -1.72727 -0.52208 2.73741
C -1.88038 -1.78350 2.22512
C -1.39048 -1.77616 0.94268
C -0.91733 -0.46213 0.66981
C -1.13947 0.28590 1.79590
H -2.00340 -0.23266 3.65834
H -2.32241 -2.57061 2.81216
H -1.37015 -2.61855 0.27153
H -0.46888 -0.10403 -0.24795
H -0.93221 1.32057 2.00964
N -6.34922 1.65149 0.50548
C -5.47347 2.19520 -0.39692
C -4.24169 1.64219 -0.17335
C -4.37682 0.72582 0.90405
C -5.68729 0.75116 1.29956
H -7.32458 1.87725 0.57380
H -5.80203 2.92496 -1.11704
H -3.34071 1.86507 -0.72068
H -3.60194 0.11757 1.33329
H -6.20484 0.21005 2.07350
N 2.31949 -1.61909 2.64461
C 3.06591 -0.48720 2.77393
C 4.31989 -0.85450 3.19386
C 4.32355 -2.26915 3.32093
C 3.07286 -2.70808 2.96982
H 1.35762 -1.64603 2.34806
H 2.64920 0.48069 2.55364
H 5.14183 -0.18425 3.38458
H 5.14794 -2.89153 3.62838
H 2.65753 -3.70038 2.92262
*
```

Kohn-Sham gap in eV: 8.559
LUMO level in Eh: 0.08716
F_max in eV/Å: 3.1

=====

2.
Entry from the Open Molecules 2025 dataset: a structure of composition C12H15F9O6 at a distorted geometry (wB97M-V/def2-TZVPD).

The geometry in ORCA input format:
```
! wB97M-V def2-TZVPD RIJCOSX def2/J DEFGRID3
* xyz 0 1
C -0.90554 3.70332 1.34000
C -0.45078 2.29738 1.77310
O 0.56495 2.48624 2.75299
C 0.94809 1.45157 3.49225
O 0.21749 0.55870 3.83302
C 2.39252 1.59938 4.09944
F 3.19723 2.30597 3.31775
F 2.35816 2.03153 5.32995
F 2.98382 0.39314 4.17797
H -0.12890 4.05547 0.66108
H -0.90848 4.42610 2.15589
H -1.91548 3.69523 0.93005
H -0.03574 1.79408 0.89988
H -1.28786 1.69336 2.12319
C -1.35199 -3.97707 -2.37635
C 0.19528 -3.86036 -2.17554
O 0.72357 -2.69908 -2.90412
C 1.16073 -1.64251 -2.23680
O 1.26381 -1.57758 -0.97478
C 1.72389 -0.45781 -3.15274
F 1.08283 -0.52065 -4.25888
F 1.63830 0.80057 -2.55071
F 2.96952 -0.75588 -3.35036
H -1.80504 -4.86214 -1.92970
H -1.60590 -3.84734 -3.42840
H -1.92093 -3.19056 -1.88056
H 0.58004 -4.73950 -2.69242
H 0.61393 -3.91179 -1.17045
C -0.16629 -0.53625 1.81434
C 0.39962 0.00816 0.47739
O -0.60927 0.79656 -0.24447
C -1.49165 0.17711 -1.11589
O -1.54618 -1.05948 -1.27905
C -2.29533 1.12215 -1.87865
F -1.97773 2.43221 -1.55608
F -2.13852 0.98628 -3.17223
F -3.61827 0.87906 -1.65468
H 0.68791 -0.81588 2.43097
H -0.76374 -1.43493 1.66088
H -0.77444 0.20406 2.33416
H 0.76670 -0.70457 -0.26110
H 1.22966 0.69575 0.63966
*
```

Relative energy (zero: lowest compared OMol25 entry of this formula, charge and spin) in kcal per mole: 119.9
Kohn-Sham gap in eV: 9.902
LUMO level in Eh: 0.00911
F_max in eV/Å: 8.7

=====

3.
Entry from the Open Molecules 2025 dataset: a structure of composition C12H15IrNO7P2S at a distorted geometry (wB97M-V/def2-TZVPD).

The geometry in ORCA input format:
```
! wB97M-V def2-TZVPD RIJCOSX def2/J DEFGRID3
* xyz 2 6
Ir 0.41458 -0.07000 -0.80564
C -0.64836 -4.62650 -1.35002
C -0.28620 -3.95797 -0.05378
O -0.33413 -4.72217 1.06353
P 1.38527 -3.12808 -0.03075
O 1.67407 -2.73202 1.44888
O 2.32130 -4.32753 -0.39380
O 1.54189 -1.96989 -0.95259
P -1.65991 -2.49237 0.27992
O -1.23322 -1.98210 1.71718
O -2.89169 -3.27516 0.23376
O -1.27464 -1.45109 -0.73621
H 0.00870 -5.48735 -1.50114
H -0.54380 -3.94010 -2.18974
H -1.67836 -4.98525 -1.32349
H -0.97363 -5.45293 0.97509
H 1.76599 -3.43018 2.11875
H 2.85353 -4.25203 -1.20528
H -1.74100 -2.38608 2.44108
C 0.00901 1.98660 -3.11123
C 0.01706 2.76502 -1.83482
C -0.21281 4.14720 -1.81338
C -0.24935 4.81189 -0.61939
C -0.04804 4.11029 0.58696
C -0.09654 4.73585 1.85579
C 0.12157 4.01533 3.00815
C 0.42277 2.66030 2.93656
C 0.47181 1.99714 1.70538
S 0.84349 0.33792 1.65957
C 0.21260 2.72818 0.50279
N 0.23578 2.08962 -0.69640
H 0.08412 2.63451 -3.98120
H -0.92978 1.42989 -3.18765
H 0.84304 1.27939 -3.13333
H -0.35921 4.67231 -2.74627
H -0.43023 5.87922 -0.58464
H -0.31219 5.79561 1.90583
H 0.06169 4.49861 3.97319
H 0.61485 2.09393 3.83836
*
```

Kohn-Sham gap (spin up / spin down) in eV: 8.008 / 5.516
LUMO level (spin up / spin down) in Eh: -0.24112 / -0.37279
F_max in eV/Å: 1.6

=====

4.
Entry from the Open Molecules 2025 dataset: a cluster of 2 separate species, C12H15N2O in total at a distorted geometry (wB97M-V/def2-TZVPD).

The geometry in ORCA input format:
```
! wB97M-V def2-TZVPD RIJCOSX def2/J DEFGRID3
* xyz 1 1
C 3.51580 0.26036 0.50763
C 2.99687 -0.99217 0.50135
C 2.86867 1.26433 -0.22970
C 1.88454 -1.38948 -0.29670
C 1.70963 1.01628 -0.98529
C 1.29458 -0.30129 -1.00185
C -0.24135 0.67851 1.68196
C -0.24985 1.63255 0.60042
C -1.09551 -0.36819 1.72420
C -1.18695 1.54967 -0.38171
C -2.18067 -0.49109 0.66249
C -2.07869 0.40126 -0.54356
N -2.62539 0.18203 -1.66473
N -2.83973 -1.71299 0.38835
O 0.06909 -0.53802 -1.67995
H 4.27503 0.70136 1.16990
H 3.55795 -1.72762 1.03460
H 3.36004 2.18531 -0.11695
H 1.53521 -2.41073 -0.32049
H 1.15714 1.64872 -1.68724
H 0.70208 0.62036 2.22809
H 0.55132 2.44158 0.79520
H -1.10284 -1.07296 2.56216
H -1.02526 2.18988 -1.24184
H -2.94631 0.00786 1.31853
H -2.50342 0.66855 -2.58893
H -3.40726 -0.48879 -1.83327
H -2.34975 -2.52916 0.45397
H 0.01842 -1.49325 -1.94068
H -3.66339 -1.93284 0.88400
*
```

Relative energy (zero: lowest compared OMol25 entry of this formula, charge and spin) in kcal per mole: 48.9
Kohn-Sham gap in eV: 7.770
LUMO level in Eh: -0.15496
F_max in eV/Å: 5.4

=====

5.
Entry from the Open Molecules 2025 dataset: an isolated molecule of C12H15N3 at a distorted geometry (wB97M-V/def2-TZVPD).

The geometry in ORCA input format:
```
! wB97M-V def2-TZVPD RIJCOSX def2/J DEFGRID3
* xyz 0 1
C 0.93134 -1.22022 -0.31713
C -0.25603 -0.57760 -0.71186
C -0.26163 0.78743 -0.64414
C 2.01514 -0.46832 0.06821
C 0.89259 1.45542 -0.25724
C -2.10932 -1.78470 0.26940
C -1.47842 -1.42973 -1.05259
C -4.59235 1.03425 0.76472
C -4.23987 0.64223 -0.66920
C -3.65588 -0.04294 0.46061
C 4.41203 -0.06028 0.23140
C 3.35016 -1.10225 0.51201
N 1.98117 0.80950 0.17686
N -3.08084 -1.09518 0.90991
N 0.91788 2.83325 -0.22126
H 1.07496 -2.23963 -0.30168
H -1.61174 -2.52602 0.88056
H -2.31077 -1.06549 -1.56143
H -1.04310 -2.42588 -1.57706
H -4.04614 2.02535 1.13224
H -5.47600 0.79832 1.31118
H -5.08006 0.17780 -1.19036
H -3.72531 1.27552 -1.21010
H 3.97605 0.90916 0.75155
H 4.48350 0.06569 -0.79403
H 5.44892 -0.38535 0.44112
H 3.48054 -1.25686 1.62895
H 3.38991 -1.92743 -0.13669
H 0.08901 3.25916 0.08354
H 1.78188 3.05084 0.28489
*
```

Relative energy (zero: lowest compared OMol25 entry of this formula, charge and spin) in kcal per mole: 144.2
Kohn-Sham gap (spin up / spin down) in eV: 6.346 / 8.318
LUMO level (spin up / spin down) in Eh: -0.03714 / -0.00805
F_max in eV/Å: 4.9

=====

6.
Entry from the Open Molecules 2025 dataset: an isolated molecule of C12H15N3OS (wB97M-V/def2-TZVPD).

The geometry in ORCA input format:
```
! wB97M-V def2-TZVPD RIJCOSX def2/J DEFGRID3
* xyz 0 1
C -1.90666 -0.96395 -2.83210
C -0.85442 -1.31103 -3.87926
C 0.27401 -2.20854 -3.35896
O 1.21631 -1.49955 -2.57744
C 1.03854 -1.31056 -1.24546
C 0.12708 -1.97968 -0.43320
C 0.04677 -1.67902 0.91173
C 0.87212 -0.72216 1.48612
C 0.67691 -0.30893 2.90122
S -0.85775 0.73896 3.04645
C -0.73365 1.55994 1.50941
N -1.30686 1.23370 0.37431
C -0.85252 2.16360 -0.48615
N -0.03865 3.04097 0.05262
N 0.03528 2.65679 1.32850
C 1.80497 -0.07791 0.67937
C 1.89283 -0.37069 -0.66321
H -2.67186 -0.33010 -3.27454
H -2.38987 -1.86510 -2.46023
H -1.47152 -0.43287 -1.98910
H -1.33178 -1.82787 -4.71477
H -0.40269 -0.39443 -4.26390
H 0.85771 -2.57751 -4.20865
H -0.13092 -3.07229 -2.82258
H -0.54245 -2.72163 -0.83670
H -0.68730 -2.18149 1.52417
H 0.48135 -1.14853 3.56550
H 1.51051 0.28096 3.28122
H -1.13078 2.18676 -1.51887
H 0.59056 3.16414 2.00023
H 2.46317 0.66710 1.10523
H 2.60667 0.13327 -1.29535
*
```

Relative energy (zero: lowest compared OMol25 entry of this formula, charge and spin) in kcal per mole: 47.3
Kohn-Sham gap in eV: 8.934
LUMO level in Eh: 0.02486
SMILES: CCCOc1ccc(CSc2ncn[nH]2)cc1
F_max in eV/Å: 1.0